The following is a DFT calculation (ωB97M-V with the def2-TZVPD basis set) of a cluster of 2 separate species, C31H36N2O6 in total in a non-equilibrium geometry.

- highest occupied orbital energy (eV) = -6.88
- gap between HOMO and LUMO (eV) = 5.49
- energy above the lowest of the compared OMol25 structures with the same formula, charge and spin (kJ/mol) = 140.02
- max |F| (eV/Å) = 3.034

Cartesian coordinates (Å):
1 C 2.843 2.477 4.729
2 C 1.723 1.503 4.519
3 O 1.918 0.879 3.238
4 C 0.796 0.267 2.788
5 C 0.951 -0.317 1.443
6 C 0.941 -1.797 1.435
7 O 0.682 -2.448 2.446
8 O 1.278 -2.365 0.247
9 C 1.619 -3.771 0.368
10 C 2.427 -4.187 -0.832
11 C 1.935 0.454 0.678
12 O 1.889 1.681 0.552
13 O 2.951 -0.282 0.184
14 C 3.980 0.486 -0.476
15 C 5.033 -0.487 -0.919
16 O -0.233 0.255 3.473
17 H 2.761 2.890 5.734
18 H 3.837 2.036 4.628
19 H 2.768 3.311 4.026
20 H 1.710 0.732 5.303
21 H 0.766 2.036 4.515
22 H 2.206 -3.911 1.285
23 H 0.697 -4.367 0.436
24 H 2.586 -5.269 -0.793
25 H 1.929 -3.950 -1.776
26 H 3.400 -3.686 -0.833
27 H 3.530 1.009 -1.328
28 H 4.403 1.222 0.219
29 H 5.811 0.090 -1.411
30 H 5.482 -1.037 -0.088
31 H 4.641 -1.214 -1.635
32 C 0.133 2.653 -1.691
33 C -0.569 2.600 -0.409
34 N -0.492 3.612 0.479
35 C 0.406 4.746 0.363
36 C -1.372 3.407 1.540
37 C -2.054 2.186 1.305
38 C -3.117 1.876 2.140
39 C -3.489 2.787 3.138
40 C -2.755 3.954 3.396
41 C -1.686 4.295 2.560
42 C -1.443 1.590 0.109
43 C -1.593 0.292 -0.367
44 C -2.789 -0.484 -0.189
45 C -3.990 -0.720 -0.944
46 C -4.421 -0.257 -2.274
47 N -4.831 -1.505 -0.207
48 C -6.108 -2.048 -0.643
49 C -4.253 -1.820 1.018
50 C -2.980 -1.213 1.041
51 C -2.200 -1.332 2.178
52 C -2.736 -1.944 3.312
53 C -3.968 -2.614 3.253
54 C -4.746 -2.556 2.089
55 H -0.340 1.929 -2.359
56 H 0.091 3.664 -2.126
57 H 1.187 2.364 -1.572
58 H 0.284 5.365 1.251
59 H 1.442 4.389 0.333
60 H 0.204 5.339 -0.540
61 H -3.662 0.950 1.984
62 H -4.387 2.583 3.719
63 H -3.029 4.603 4.230
64 H -1.117 5.214 2.679
65 H -0.780 -0.143 -0.964
66 H -3.657 0.416 -2.672
67 H -4.542 -1.108 -2.962
68 H -5.393 0.264 -2.232
69 H -6.461 -2.723 0.140
70 H -6.852 -1.263 -0.825
71 H -5.982 -2.615 -1.573
72 H -1.201 -0.916 2.153
73 H -2.162 -1.907 4.236
74 H -4.307 -3.175 4.125
75 H -5.704 -3.059 2.010

Löwdin charges, unit e, in atom order: -0.079 -0.229 0.003 -0.429 -0.024 -0.468 0.066 -0.021 -0.225 -0.079 -0.449 0.035 0.000 -0.225 -0.076 0.053 0.074 0.078 0.074 0.132 0.119 0.125 0.126 0.077 0.075 0.070 0.118 0.127 0.073 0.083 0.075 0.014 -0.167 -0.007 0.020 -0.147 -0.072 0.015 -0.058 -0.070 -0.008 -0.069 0.120 -0.093 -0.201 -0.024 -0.061 -0.007 -0.173 -0.147 -0.019 -0.052 -0.082 -0.029 0.093 0.097 0.093 0.082 0.107 0.103 0.113 0.106 0.106 0.101 0.142 0.082 0.089 0.091 0.078 0.095 0.095 0.065 0.112 0.099 0.092



The following is a DFT calculation (ωB97M-V with the def2-TZVPD basis set) of a structure of composition C31H36N9O5S2SeZr in a non-equilibrium geometry.

- net charge = +1
- highest occupied orbital energy (eV) = -9.72
- gap between HOMO and LUMO (eV) = 6.14
- energy above the lowest of the compared OMol25 structures with the same formula, charge and spin (kJ/mol) = 0.00
- max |F| (eV/Å) = 3.622

Cartesian coordinates (Å):
1 Zr 8.474 17.449 13.974
2 O 8.222 15.391 14.726
3 C 7.157 14.407 14.476
4 C 5.886 15.327 14.303
5 N 6.162 16.431 13.411
6 C 5.157 17.549 13.618
7 C 5.777 18.850 13.180
8 O 5.080 19.573 12.489
9 O 7.061 18.872 13.395
10 C 6.307 16.094 11.914
11 C 7.762 15.777 11.550
12 O 8.096 14.767 10.928
13 O 8.603 16.667 12.081
14 H 9.052 14.943 15.018
15 H 7.008 13.786 15.381
16 H 7.376 13.785 13.598
17 H 5.667 15.806 15.245
18 H 4.946 14.749 14.077
19 H 4.980 17.561 14.749
20 H 4.202 17.393 13.110
21 H 5.998 16.997 11.355
22 H 5.625 15.277 11.630
23 N 7.322 19.872 17.904
24 C 8.025 19.213 16.908
25 S 8.104 17.532 16.669
26 N 8.502 20.057 15.997
27 N 9.182 19.447 14.992
28 C 10.198 20.198 14.513
29 C 10.858 21.322 15.257
30 C 10.765 22.639 14.810
31 C 11.089 23.728 15.599
32 C 11.531 23.577 16.907
33 C 11.644 22.278 17.405
34 C 11.397 21.197 16.568
35 C 10.867 19.721 13.353
36 C 12.022 20.296 12.719
37 C 12.562 19.674 11.600
38 C 11.867 18.654 10.986
39 C 10.689 18.206 11.572
40 N 10.241 18.696 12.749
41 H 6.843 19.277 18.543
42 H 7.058 20.828 17.713
43 H 10.479 22.847 13.738
44 H 10.876 24.726 15.131
45 H 11.703 24.384 17.610
46 H 11.847 22.119 18.488
47 H 11.637 20.204 17.024
48 H 12.501 21.119 13.264
49 H 13.459 20.145 11.128
50 H 12.177 18.230 10.000
51 H 10.271 17.239 11.292
52 C 9.737 7.718 11.063
53 N 9.243 9.066 10.845
54 C 9.001 9.927 11.894
55 Se 9.182 9.644 13.701
56 N 8.623 11.109 11.287
57 C 8.446 10.885 9.893
58 C 8.335 11.908 8.928
59 C 8.634 11.511 7.585
60 C 9.008 10.225 7.261
61 C 9.216 9.253 8.291
62 C 8.935 9.621 9.601
63 H 10.647 7.659 11.666
64 H 10.011 7.203 10.127
65 H 8.980 7.060 11.542
66 H 8.590 11.996 11.812
67 H 8.151 12.958 9.242
68 H 8.432 12.159 6.737
69 H 9.348 9.887 6.296
70 H 9.506 8.250 8.088
71 C 12.106 13.807 16.777
72 N 12.160 13.784 15.327
73 C 12.509 12.582 14.529
74 C 12.198 13.025 13.103
75 N 11.770 14.373 13.230
76 C 11.789 14.779 14.531
77 S 11.361 16.388 15.041
78 H 11.435 13.011 17.177
79 H 11.626 14.743 17.057
80 H 13.107 13.733 17.187
81 H 11.938 11.688 14.830
82 H 13.557 12.281 14.648
83 H 11.433 12.344 12.662
84 H 13.005 12.805 12.366
85 H 11.383 14.919 12.458

Löwdin charges, unit e, in atom order: 1.682 -0.340 -0.091 -0.164 -0.205 -0.068 -0.596 0.106 -0.189 -0.015 -0.524 0.064 -0.280 0.086 0.144 0.118 0.099 0.157 0.151 0.141 0.147 0.143 0.102 -0.837 0.617 -0.014 -0.116 -0.142 -0.183 -0.059 -0.083 -0.073 -0.081 -0.030 -0.215 0.039 -0.045 -0.041 -0.103 0.009 0.076 0.109 0.140 0.126 0.108 0.121 0.128 0.123 0.136 0.131 0.097 -0.051 -0.080 -0.796 0.522 0.091 -0.172 0.015 -0.087 -0.075 0.010 -0.167 0.082 0.090 0.103 0.134 0.099 0.103 0.103 0.095 -0.034 -0.136 -0.083 -0.166 0.034 -0.747 0.619 0.111 0.046 0.097 0.113 0.130 0.109 0.134 0.147